1.
# C30H20Cl3NO5S3Ti

A molecular structure, C30H20Cl3NO5S3Ti (wB97M-V/def2-TZVPD, OMol25).

Properties
**2S+1**: 2
**DFT total energy**: -136355.7598 eV
**LUMO level (spin up / spin down)**: 2.2 / 2.2 eV
**HOMO energy (spin up / spin down)**: -4.18 / -4.59 eV
**Total charge**: -1
**Largest force on an atom**: 0.5 eV/A
**ΔE to the lowest compared entry with this formula, charge and spin**: 19.8 kcal/mol
**Frontier orbital gap (spin up / spin down)**: 6.344 / 6.758 eV

Last column: natural (NBO) charge in e.
Element x y z (Å)
Ti -0.30480 0.06295 0.00075  1.50
O 1.24814 1.33090 -0.22509  -0.67
N 2.28341 1.44850 0.62313  -0.04
C 3.21640 0.47093 0.59388  0.03
C 4.32109 0.50760 1.39245  -0.31
C 4.46517 1.61189 2.25622  -0.18
C 3.52672 2.59953 2.25180  -0.26
C 2.38010 2.57799 1.40376  0.04
S 1.23175 3.79421 1.35973  -0.27
H 2.99528 -0.34223 -0.08117  0.24
H 5.03534 -0.30005 1.35111  0.22
H 5.31834 1.67877 2.91938  0.21
H 3.61444 3.46116 2.89734  0.23
Cl 1.59792 -4.50011 5.39760  -0.03
C 1.39754 -3.58684 3.92309  -0.05
C 0.84911 -2.31697 3.97458  -0.25
C 0.70416 -1.62095 2.79252  -0.10
Cl 0.04209 -0.01450 2.79286  0.11
C 1.07478 -2.13191 1.53525  0.38
O 0.93045 -1.44201 0.44633  -0.80
C 1.63537 -3.42123 1.55396  -0.11
Cl 2.14986 -4.11281 0.04823  0.00
C 1.79496 -4.14371 2.72072  -0.25
H 0.54133 -1.87812 4.91226  0.24
H 2.22533 -5.13416 2.68870  0.23
O -2.44601 1.85808 -1.63298  -0.62
C -2.59551 1.29073 -0.56623  0.77
O -1.70075 1.31482 0.40804  -0.78
C -3.81164 0.47212 -0.26989  -0.12
C -5.06999 1.04946 -0.35734  -0.19
C -6.20708 0.30534 -0.08731  -0.27
C -6.06740 -1.03638 0.24995  -0.21
C -4.81548 -1.61965 0.31245  -0.23
C -3.65435 -0.88368 0.05504  -0.12
S -2.08879 -1.68988 0.08296  -0.33
H -5.14450 2.09311 -0.63847  0.21
H -7.18745 0.76132 -0.14115  0.20
H -6.94647 -1.63448 0.46002  0.20
H -4.71182 -2.66864 0.56173  0.21
O -0.00616 -0.24118 -2.01919  -0.97
S 1.23186 -0.08434 -2.87528  1.29
C 0.55023 -0.30657 -4.51500  -0.16
C 1.42532 -0.35905 -5.59358  -0.23
C 0.90714 -0.52380 -6.86563  -0.21
C -0.46841 -0.63935 -7.04357  -0.21
C -1.32330 -0.59395 -5.95468  -0.20
C -0.81884 -0.42970 -4.67035  -0.22
C 1.59561 1.65824 -2.95700  -0.16
C 0.54780 2.56701 -2.86986  -0.22
C 0.85787 3.91174 -2.79482  -0.17
C 2.18410 4.32853 -2.81535  -0.19
C 3.21409 3.40681 -2.91311  -0.22
C 2.92164 2.05127 -2.97362  -0.24
H 2.49350 -0.26440 -5.44105  0.22
H 1.57116 -0.56426 -7.71903  0.21
H -0.86914 -0.76844 -8.04074  0.21
H -2.39230 -0.68712 -6.09363  0.22
H -1.46195 -0.39813 -3.80035  0.27
H -0.47690 2.22945 -2.77176  0.27
H 0.06236 4.63445 -2.67728  0.22
H 2.41677 5.38127 -2.72186  0.21
H 4.24455 3.73656 -2.90158  0.21
H 3.71289 1.31139 -2.99339  0.22



2.
# C11H36AlF5N15O7

A molecular structure, C11H36AlF5N15O7 at a distorted geometry (wB97M-V/def2-TZVPD, OMol25).

Properties
**DFT total energy**: -68867.4009 eV
**LUMO level**: 1.9 eV
**HOMO energy**: -3.77 eV
**Total charge**: -1
**Largest force on an atom**: 2.3 eV/A
**Frontier orbital gap**: 5.663 eV

Last column: Mulliken charge in e.
Element x y z (Å)
C -3.49257 0.89135 -0.83825  -0.96
N -3.21503 -0.30270 -0.01665  0.02
C -1.83283 -0.76581 -0.30532  -0.86
Al -0.37284 0.26738 0.69899  -0.17
C 1.42146 -0.49023 -0.04197  0.66
F 2.50552 -0.35924 0.79032  -0.30
F 1.23291 -1.83623 -0.25737  -0.33
C 1.87582 0.06894 -1.40813  0.56
F 0.89644 0.48208 -2.14607  -0.25
F 2.76006 1.03098 -1.25995  -0.29
F 2.50621 -0.88833 -2.13724  -0.32
H -4.25818 1.49682 -0.34377  0.17
H -3.85478 0.64103 -1.83858  0.30
H -2.59822 1.49263 -0.91496  0.33
H -3.81286 -1.02792 -0.40826  0.24
H -1.70189 -1.83494 -0.11811  0.42
H -1.60723 -0.63681 -1.38349  0.38
H -0.43923 -0.15579 2.26316  -0.33
H -0.54140 1.82278 0.46548  -0.26
C -2.63221 -3.73656 2.19170  0.73
O -2.83557 -3.13861 1.15092  -0.63
N -3.55765 -3.84678 3.19342  -0.35
N -1.43449 -4.34503 2.44568  -0.41
H -3.38434 -4.32738 4.05446  0.14
H -4.44603 -3.39828 3.06425  0.16
H -0.72579 -4.27077 1.73816  0.24
H -1.22975 -4.83682 3.29345  0.14
C 1.41113 3.81749 2.39536  0.58
O 0.37715 3.59284 1.80146  -0.62
N 2.45885 4.50361 1.84535  -0.32
N 1.63085 3.38610 3.67879  -0.34
H 3.31932 4.67804 2.33540  0.26
H 2.34605 4.82994 0.90442  0.18
H 0.89381 2.86465 4.11640  0.22
H 2.48350 3.55335 4.17928  0.16
C -5.31021 -0.57208 3.56085  0.73
O -5.29205 -1.52485 4.33347  -0.71
N -5.73468 0.67057 3.95923  -0.39
N -4.92508 -0.66334 2.26996  -0.03
H -5.75775 1.47164 3.35574  0.20
H -6.02165 0.77259 4.91434  0.20
H -4.59689 -1.55598 1.94354  -0.04
H -4.92310 0.10017 1.61758  0.10
C 6.27034 4.25333 3.48321  0.60
O 5.07453 4.42738 3.33467  -0.67
N 6.91717 3.17648 2.95550  -0.38
N 7.05484 5.12180 4.18937  -0.40
H 7.89913 3.00937 3.06292  0.16
H 6.36345 2.52140 2.43190  0.23
H 6.60419 5.92385 4.58931  0.22
H 8.03977 4.99722 4.32378  0.16
C 5.50035 -3.22933 -3.46504  0.55
O 6.13426 -4.19159 -3.05548  -0.68
N 5.28912 -3.01409 -4.79969  -0.29
N 4.95620 -2.29814 -2.63872  -0.27
H 4.77134 -2.23531 -5.16841  0.19
H 5.67541 -3.68548 -5.43571  0.16
H 5.08782 -2.42788 -1.65263  0.17
H 4.42832 -1.50664 -2.95573  0.17
C 4.67632 -1.90030 -8.42103  0.66
O 4.01784 -1.34289 -7.56495  -0.61
N 4.10468 -2.63054 -9.42558  -0.40
N 6.04324 -1.84502 -8.44803  -0.40
H 4.62758 -3.09901 -10.14027  0.16
H 3.10318 -2.69226 -9.43200  0.22
H 6.49414 -1.31820 -7.72235  0.23
H 6.60504 -2.29820 -9.14293  0.16
C -8.87666 1.32097 1.15654  0.54
O -8.21709 1.96765 0.36546  -0.64
N -10.24901 1.32988 1.14317  -0.39
N -8.31423 0.53848 2.12003  -0.33
H -10.81421 0.80626 1.78333  0.15
H -10.69539 1.89616 0.44649  0.23
H -7.31343 0.50300 2.15984  0.14
H -8.84300 0.00112 2.77998  0.18